1.
Density functional theory data (the ωB97M-V functional and the def2-TZVPD basis) for the molecule C7H9N.

Structure (XYZ):
```
17
Properties=species:S:1:pos:R:3:forces:R:3
C -2.1246 -1.1920 -0.0832 0.792 -0.451 -1.663
C -1.0683 -0.3532 -0.0254 0.342 -4.496 2.406
C -1.3793 1.0071 0.0502 -1.495 3.389 1.233
C -0.3464 1.8121 0.0936 3.206 2.697 -1.657
C 0.8127 0.8320 -0.3355 0.510 -0.360 0.299
N 2.3085 0.4262 -0.1150 -0.967 -1.693 -5.361
C 1.8236 -1.0748 -0.0880 -2.656 0.260 0.139
C 0.4968 -0.4206 0.4185 -4.081 -0.494 -0.664
H -2.1397 -2.3185 -0.1497 0.102 1.533 0.284
H -2.9417 -0.5797 -0.4739 -0.729 -1.044 0.460
H -2.3344 1.4966 0.2718 -0.185 -0.912 -0.575
H -0.3703 2.9651 -0.0834 0.091 -2.313 0.874
H 0.4871 0.6572 -1.4105 1.514 0.018 0.886
H 2.5451 0.7175 0.7458 1.219 0.887 3.970
H 2.0453 -1.8664 0.6040 1.533 0.499 1.107
H 1.7309 -1.7675 -0.9961 0.345 2.251 0.213
H 0.4547 -0.3409 1.5767 0.458 0.228 -1.951
```
Forces are in eV/Å.

Computed properties:
Electronic energy in eV: -8888.8345
SMILES: C=C1C=C[C@H]2NC[C@H]12
Charge: 0
Maximum force in Eh/bohr: 0.1109


2.
Density functional theory data (the ωB97M-V functional and the def2-TZVPD basis) for a cluster of 6 separate species, C12H18N6 in total.

Structure (XYZ):
```
36
Properties=species:S:1:pos:R:3:forces:R:3
C -2.9635 7.1354 0.9019 0.185 -0.291 0.128
C -2.8651 6.1203 1.9694 0.207 -1.508 2.076
N -2.8450 5.3234 2.8317 -0.015 2.121 -2.378
H -3.6135 7.9493 1.2233 -0.289 -0.271 -0.158
H -3.3076 6.6177 0.0065 -0.321 0.294 0.008
H -2.0213 7.6144 0.6357 0.235 -0.344 0.326
C -4.2612 18.3466 -8.2461 0.579 0.088 -0.148
C -3.9565 18.7069 -9.6658 -1.475 -1.090 3.419
N -3.7924 19.0116 -10.7403 0.561 0.618 -2.305
H -3.9721 17.3241 -8.0033 0.460 0.090 -0.281
H -5.2935 18.3786 -7.8979 -0.195 0.460 -0.818
H -3.7019 19.0473 -7.6262 0.071 -0.184 0.119
C -11.2068 8.8846 0.6562 -0.632 0.116 -0.585
C -12.6457 8.5337 0.2936 0.835 0.155 0.437
N -13.7615 8.2957 0.1018 1.233 0.228 0.097
H -11.1777 9.7589 1.3065 -0.310 -0.256 0.260
H -10.5950 9.1952 -0.1907 -0.530 -0.090 -0.469
H -10.6262 8.0678 1.0849 -0.600 -0.149 0.258
C -8.2093 16.5584 4.5507 1.351 0.514 0.001
C -7.0195 15.8890 4.0374 0.244 -0.446 -0.444
N -6.1154 15.3601 3.5651 -0.094 0.102 0.191
H -8.7296 15.8685 5.2150 -0.513 0.343 -0.405
H -8.6870 17.0182 3.6855 -0.750 -0.508 0.254
H -7.8189 17.4081 5.1109 -0.239 -0.011 0.391
C -2.8614 13.5829 -13.2942 -0.261 -0.531 0.655
C -3.1677 12.9974 -11.9482 0.048 0.365 -0.325
N -3.4225 12.5867 -10.9006 0.213 0.234 -0.763
H -3.2244 12.9161 -14.0764 -0.008 -0.056 0.114
H -1.7867 13.7046 -13.4289 -0.091 0.042 0.161
H -3.3675 14.5406 -13.4163 0.096 -0.032 0.175
C -6.2709 13.8048 -3.0835 0.592 0.229 0.438
C -7.6930 13.8887 -3.0080 -2.455 -0.228 -0.500
N -8.8344 14.0457 -2.9159 1.000 -0.216 -0.036
H -6.0197 14.8646 -3.0408 0.889 -0.145 0.162
H -5.8218 13.3366 -3.9594 -0.477 0.065 -0.074
H -5.9655 13.2511 -2.1957 0.454 0.293 0.021
```
Forces are in eV/Å.

Computed properties:
Electronic energy in eV: -21673.4635
SMILES: CC#N.CC#N.CC#N.CC#N.CC#N.CC#N
Charge: 0
Maximum force in Eh/bohr: 0.0754


3.
Density functional theory data (the ωB97M-V functional and the def2-TZVPD basis) for a structure of composition C3H4O3Zn.

Structure (XYZ):
```
11
Properties=species:S:1:pos:R:3:forces:R:3
O -1.4821 -0.5878 -1.1495 -0.514 -0.735 -0.877
C -0.4686 -1.3905 -1.5943 0.040 -0.656 0.789
C 0.8845 -0.8492 -1.2336 0.150 2.023 -2.210
O 0.9822 0.3682 -0.9955 1.156 -2.042 0.062
Zn -0.8258 0.8213 -0.1827 -0.082 0.235 1.378
H -0.4464 -1.5198 -2.7013 0.202 0.066 0.207
H -0.4832 -2.4302 -1.1924 -0.347 0.248 -0.072
H 1.7840 -1.4292 -1.5063 -0.054 0.014 0.573
C -0.2680 0.7704 1.7933 -0.338 0.952 0.251
O 0.5292 1.7765 2.1022 -0.870 0.742 -0.452
H 0.4511 2.0304 3.0357 0.657 -0.845 0.351
```
Forces are in eV/Å.

Computed properties:
Electronic energy in eV: -57731.1845
Charge: 0
Maximum force in Eh/bohr: 0.0583


4.
Density functional theory data (the ωB97M-V functional and the def2-TZVPD basis) for the molecule C5H8O.

Structure (XYZ):
```
14
Properties=species:S:1:pos:R:3:forces:R:3
C 1.3458 0.3420 0.6987 0.076 -0.051 0.030
C 0.0385 0.1439 -0.0361 0.076 0.156 0.014
C -0.5110 1.3975 -0.6254 0.082 0.226 0.090
O -0.0372 2.4951 -0.4446 -0.225 -0.434 -0.117
C -0.3378 -1.1021 -0.8195 0.039 -0.095 -0.157
C -0.9542 -0.8646 0.5130 -0.167 -0.009 0.135
H 1.5906 -0.5178 1.3289 -0.033 0.043 -0.167
H 2.1836 0.5347 0.0217 -0.144 -0.046 0.021
H 1.2480 1.2205 1.3452 0.040 -0.160 -0.076
H -1.3900 1.2648 -1.2970 0.019 0.011 0.172
H -0.9822 -0.9470 -1.6843 0.206 -0.002 0.133
H 0.3860 -1.9011 -0.9473 -0.012 0.189 0.133
H -0.5730 -1.4555 1.3419 -0.109 0.163 -0.099
H -2.0089 -0.6160 0.5878 0.151 0.009 -0.112
```
Forces are in eV/Å.

Computed properties:
Electronic energy in eV: -7361.1754
SMILES: CC1(C=O)CC1
Charge: 0
Maximum force in Eh/bohr: 0.0098


5.
Density functional theory data (the ωB97M-V functional and the def2-TZVPD basis) for a structure of composition C12H18B3F12K2O9.

Structure (XYZ):
```
56
Properties=species:S:1:pos:R:3:forces:R:3
K -3.1574 4.5257 -0.5165 0.286 -0.494 -0.557
K -2.1874 0.3525 -3.0555 0.190 0.877 -0.370
B 0.1183 2.6293 -4.8859 1.591 0.740 0.114
F 1.3875 3.2105 -4.8843 1.268 0.018 -0.423
F 0.2236 1.2409 -4.9054 -0.184 -1.615 0.386
F -0.4344 3.0634 -3.7195 -1.531 0.025 1.394
F -0.5530 3.0302 -5.9846 -1.268 0.527 -1.504
B -4.5295 2.6404 -3.5780 -0.437 -0.576 0.005
F -3.5449 2.2732 -4.3883 2.289 -1.338 -2.770
F -5.5709 3.2015 -4.2289 -1.591 0.204 -0.516
F -4.8357 1.4792 -2.8430 -0.823 -0.713 0.928
F -3.9626 3.5623 -2.7622 0.531 2.334 2.815
B -0.9861 1.9287 -0.5003 1.300 -0.882 -0.180
F -1.5400 2.6946 -1.4681 -1.479 0.636 -1.067
F 0.3486 1.7964 -0.7235 1.425 -0.331 -0.218
F -1.1837 2.5241 0.7014 -0.824 1.279 2.327
F -1.5430 0.6354 -0.4369 -0.786 -0.898 -0.326
C -2.8272 -3.7888 1.2823 1.321 -0.607 0.236
C -1.6223 -2.7456 1.4419 -4.928 -0.315 -0.014
C -1.6361 -1.9528 2.7428 -3.163 -0.380 -0.050
O -0.3950 -2.1479 3.2685 1.557 1.113 1.121
C 0.3155 -2.9907 2.5157 1.152 0.750 0.077
O 1.4583 -3.2335 2.7282 -0.290 -0.645 -0.252
O -0.4346 -3.3916 1.4813 2.064 -1.475 -1.042
H -2.5935 -4.4939 0.4846 0.114 0.487 -0.662
H -3.8309 -3.4026 1.1048 0.293 0.471 0.062
H -2.8801 -4.5301 2.0797 0.022 0.496 0.762
H -1.8202 -2.0648 0.6140 1.121 0.064 -0.365
H -2.3372 -2.3337 3.4854 -0.322 -0.387 -0.119
H -2.0262 -0.9538 2.5481 1.101 0.568 0.157
C 2.4105 -1.1446 -0.1588 0.124 -0.653 -0.446
C 2.6090 -2.3247 -1.1862 0.433 0.693 1.383
C 2.3076 -2.0163 -2.6115 -0.696 2.110 -0.246
O 3.3666 -2.6174 -3.3197 0.664 -0.782 -1.974
C 4.4439 -2.8150 -2.5377 0.746 -1.394 1.462
O 5.5538 -3.2743 -2.7973 -3.096 1.611 0.024
O 4.0140 -2.5612 -1.2649 1.897 -0.009 0.109
H 2.6608 -1.3844 0.8746 -0.074 -0.608 -0.134
H 1.4193 -0.6911 -0.1543 -0.172 -0.227 -0.329
H 3.1110 -0.3445 -0.3983 -0.023 -0.042 -0.422
H 2.2266 -3.3096 -0.9183 -0.629 0.244 0.492
H 2.3307 -0.9445 -2.8083 0.540 0.342 0.198
H 1.2936 -2.1994 -2.9669 0.279 -1.251 -0.169
C -0.0104 2.9233 3.5504 -0.825 -0.333 -0.250
C 0.7644 1.6241 3.6456 -1.513 0.552 -1.041
C 1.2139 1.0293 2.2853 -0.966 0.948 1.288
O 2.5133 0.5606 2.6163 -0.071 -0.738 -1.458
C 2.9530 1.1097 3.7060 1.835 1.042 2.890
O 4.0580 0.9324 4.1900 -2.422 0.656 -0.874
O 1.9441 1.9503 4.2697 3.567 -1.439 0.060
H -0.2110 3.2483 4.5713 -0.218 0.162 -0.110
H -0.9242 2.7491 2.9823 -0.252 0.012 0.329
H 0.4856 3.7276 3.0069 0.494 -0.242 0.085
H 0.2193 0.9163 4.2701 -0.159 -0.278 -0.048
H 1.2241 1.8975 1.6263 0.387 -0.564 -0.667
H 0.6030 0.1997 1.9294 0.151 0.254 -0.102
```
Forces are in eV/Å.

Computed properties:
Electronic energy in eV: -98477.0494
Charge: -1
Maximum force in Eh/bohr: 0.0960


6.
Density functional theory data (the ωB97M-V functional and the def2-TZVPD basis) for a structure of composition C31H38F6FeN4OP2.

Structure (XYZ):
```
83
Properties=species:S:1:pos:R:3:forces:R:3
Fe -0.1687 -2.6676 4.6849 0.197 2.745 1.089
C -1.0941 2.1145 3.5452 -1.005 1.099 0.313
C -1.4020 1.2096 2.6331 0.012 -1.023 0.015
C -0.6919 0.8960 1.3329 -0.297 0.343 -0.317
C 0.5475 0.0040 1.2964 0.231 -0.160 -0.298
C 1.6518 0.2739 2.2733 0.277 -0.012 0.743
C 1.8674 1.3744 3.0099 -0.248 -1.010 -0.174
C 1.2729 2.7184 2.7528 0.067 0.236 0.186
C 0.0596 3.0662 3.6082 0.117 0.072 0.300
C 1.6888 -1.9251 4.9698 0.575 0.358 0.262
H -1.8538 2.3226 4.3223 0.643 -0.532 -0.288
H -2.2787 0.5622 2.8369 0.443 0.598 -0.142
H -0.4447 1.8181 0.7804 -0.309 -0.256 0.345
H -1.4594 0.3664 0.7526 0.247 0.165 -0.108
H 0.2177 -1.0387 1.4389 0.197 0.131 0.104
H 0.9592 0.0193 0.2737 -0.204 -0.034 0.032
H 2.2801 -0.6108 2.4428 -0.289 0.415 0.172
H 2.4695 1.2830 3.9200 0.298 0.082 -0.520
H 1.0399 2.8325 1.6952 0.083 0.066 0.035
H 2.0576 3.4426 2.9974 -0.086 0.081 -0.208
H 0.3415 3.0936 4.6694 0.165 0.024 -0.163
H -0.2338 4.1033 3.3763 -0.212 -0.302 0.012
H 1.4949 -1.0799 5.6872 -0.105 -0.852 -0.796
H 2.2967 -1.5226 4.1234 -0.776 -0.633 0.615
H 2.2573 -2.7023 5.4997 -0.001 0.117 -0.139
P 1.6808 -1.2071 -3.3877 2.113 0.033 -2.481
P -1.5605 -0.7160 -3.0243 -1.654 2.175 -1.656
N 3.0848 -0.1440 -3.4739 0.031 0.714 0.549
N 2.3899 -2.4427 -4.5094 -0.718 -0.740 0.368
N -1.7869 1.0690 -2.9503 0.623 0.043 0.546
N -3.1944 -1.0599 -3.6011 -0.456 -1.011 -0.291
C 0.7003 -0.3264 -4.7100 -0.214 -0.035 0.229
C -0.7830 -0.7133 -4.7200 0.191 -0.223 0.297
C 3.6188 0.5283 -2.3613 0.339 0.099 -0.856
C 4.6459 1.3503 -2.7995 -0.551 -0.507 0.157
C 4.7473 1.1953 -4.2176 -0.688 -0.469 0.066
C 3.7652 0.3081 -4.6070 0.253 0.334 0.532
C 2.5195 -3.7888 -4.1333 0.234 0.204 -1.052
C 2.9514 -4.5244 -5.2338 -0.233 0.543 0.738
C 3.1014 -3.6126 -6.3225 -0.434 0.684 0.598
C 2.7269 -2.3612 -5.8624 0.034 -0.725 0.045
C -1.5717 1.7745 -1.7630 -0.141 0.660 -0.821
C -1.6399 3.1411 -2.0133 -0.058 -1.192 -0.110
C -1.9215 3.2899 -3.4071 0.115 -1.037 -0.103
C -1.9852 2.0153 -3.9569 0.196 0.581 0.511
C -4.0138 -0.3491 -4.4879 -0.332 -0.809 0.105
C -5.0779 -1.1514 -4.8674 0.982 0.102 0.650
C -4.9014 -2.4232 -4.2248 0.620 0.308 0.230
C -3.7359 -2.3552 -3.4794 -0.477 0.910 -0.446
H 1.1057 -0.5750 -5.6961 0.034 0.259 0.330
H 0.8442 0.7549 -4.5403 -0.212 -0.361 0.029
H -1.3096 -0.0153 -5.3805 -0.097 -0.384 0.191
H -0.9438 -1.7343 -5.1097 0.164 0.300 0.081
H 3.1922 0.3592 -1.3771 0.228 0.037 -0.213
H 5.2599 1.9997 -2.1874 -0.160 -0.193 -0.025
H 5.4579 1.6640 -4.8897 -0.191 -0.021 0.205
H 3.4895 -0.0009 -5.6049 0.199 0.046 0.393
H 2.2784 -4.0847 -3.1194 0.094 -0.002 -0.207
H 3.1220 -5.5961 -5.2649 0.004 0.302 0.110
H 3.4281 -3.8280 -7.3350 -0.101 0.008 0.287
H 2.6533 -1.4433 -6.4304 0.086 -0.351 0.178
H -1.3991 1.2225 -0.8588 0.001 0.144 -0.144
H -1.4921 3.9300 -1.2876 -0.097 -0.155 -0.085
H -2.0574 4.2181 -3.9512 0.043 -0.236 0.100
H -2.1556 1.7217 -4.9823 0.090 0.184 0.199
H -3.7883 0.6630 -4.7831 -0.145 -0.201 0.216
H -5.8899 -0.8467 -5.5150 0.141 -0.079 0.113
H -5.5703 -3.2727 -4.2991 0.222 0.123 0.040
H -3.2238 -3.0893 -2.8726 -0.176 0.052 -0.009
C -2.5791 -0.7927 7.3939 -0.185 -0.060 0.061
C -1.2806 -0.1233 6.9414 -0.467 0.589 2.252
O -0.9709 -0.4018 5.6997 0.981 -1.232 -1.494
C -1.5459 1.4522 7.2129 -0.119 -0.136 -0.392
F -1.8350 1.7368 8.5260 0.373 -0.171 -1.221
F -0.5154 2.2491 6.8360 -0.680 -0.469 0.317
F -2.6372 1.8478 6.4875 0.733 -0.181 0.548
C -0.1613 -0.5316 8.0287 -0.426 0.544 0.266
F -0.6134 -0.4599 9.3331 0.640 -0.013 -1.281
F 0.2240 -1.8191 7.8549 -0.033 0.215 -0.125
F 0.9547 0.2409 7.9354 -0.650 -0.671 0.170
H -3.3567 -0.5503 6.6742 0.001 0.110 -0.033
H -2.8815 -0.4761 8.3862 -0.156 -0.134 0.123
H -2.4384 -1.8691 7.3664 0.063 -0.222 0.142
```
Forces are in eV/Å.

Computed properties:
Multiplicity: 5
Expectation value of S²: 6.014
Electronic energy in eV: -110035.5687
Charge: 0
Maximum force in Eh/bohr: 0.0634